Entry 1:
Computed, not measured: an isolated molecule of CHClF2O2 at a distorted geometry, with ωB97M-V/def2-TZVPD.

Computed properties:
Structure (SMILES) = OOC(F)(F)Cl
LUMO energy = 0.6968 eV
Energy above the lowest of the compared OMol25 structures with the same formula, charge and spin = 0.000 eV
Calculated total energy = -23102.844 eV
Orbital gap = 0.4623 hartree
Total charge = 0

Geometry (Å):
C 0.586 -0.088 0.360
O -1.485 0.545 -0.524
O -0.813 -0.485 0.155
F 0.693 1.130 0.844
F 1.225 -0.113 -0.816
Cl 1.229 -1.305 1.451
H -1.435 0.316 -1.470

Cartesian forces (eV/Å) of the 6 atoms listed first:
-1.93 -0.91 -0.63
-0.16 0.67 -0.36
2.12 0.16 0.54
-0.11 0.05 0.19
-0.02 0.01 0.11
-0.09 0.28 -0.19

So, what does the Löwdin scheme give us? The charges, in e, come out as: -0.982, -0.001, -0.115, 0.118, 0.083, 0.780, 0.116

=====

Entry 2:
Computed, not measured: an isolated molecule of C5H7N at a distorted geometry, with ωB97M-V/def2-TZVPD.

Computed properties:
Structure (SMILES) = C1[C@@H]2[C@H]1[C@@H]1N[C@H]21
LUMO energy = 1.1752 eV
Energy above the lowest of the compared OMol25 structures with the same formula, charge and spin = 5.008 eV
Calculated total energy = -6783.505 eV
Orbital gap = 0.3591 hartree
Total charge = 0

Geometry (Å):
C -1.325 0.435 -0.567
C -0.827 -0.627 0.329
C -0.103 -0.500 -0.981
C 1.318 -0.299 -0.137
N 0.936 1.034 0.224
C 0.447 -0.111 1.030
H -2.259 0.165 -1.072
H -1.291 1.481 -0.250
H -1.370 -1.517 0.619
H -0.190 -0.978 -1.941
H 2.387 -0.617 0.011
H 1.598 1.636 0.650
H 0.679 -0.103 2.085

Cartesian forces (eV/Å) of the 6 atoms listed first:
0.22 -0.23 -0.16
-0.12 -0.24 0.00
0.54 -0.75 -0.24
-0.71 1.06 -0.52
0.04 1.06 0.84
-0.27 0.32 0.45

So, what does the Löwdin scheme give us? The charges, in e, come out as: -0.080, -0.226, -0.105, -0.155, -0.014, -0.216, 0.101, 0.099, 0.128, 0.102, 0.148, 0.086, 0.131

=====

Entry 3:
Computed, not measured: a structure of composition C5H9N2OS3 at a distorted geometry, with ωB97M-V/def2-TZVPD.

Computed properties:
LUMO energy (alpha / beta) = -4.8488 / -4.8482 eV
Energy above the lowest of the compared OMol25 structures with the same formula, charge and spin = 1.425 eV
Calculated total energy = -42854.500 eV
Orbital gap (alpha / beta) = 0.2941 / 0.2942 hartree
Total charge = +1

Geometry (Å):
C -1.879 0.604 -0.104
C -2.004 -0.729 -0.054
C -0.660 1.409 -0.188
C 0.644 -0.758 -0.253
C 1.826 1.486 -0.085
N 0.513 0.696 -0.162
N -0.347 -1.461 0.546
O -0.720 2.630 -0.303
S -3.371 1.581 -0.423
S -3.377 -1.788 -0.152
S 0.557 -1.583 -1.913
H 1.732 -0.970 0.098
H 1.321 2.479 -0.314
H 2.020 1.402 1.016
H 2.531 0.987 -0.797
H -0.312 -0.959 1.391
H -0.143 -2.474 0.657
H -2.587 2.693 -0.277
H -4.231 -1.076 0.577
H 1.490 -1.120 -2.733

Cartesian forces (eV/Å) of the 6 atoms listed first:
-2.31 -0.56 -0.91
0.80 -0.49 0.93
1.40 0.49 -0.05
3.29 0.62 -1.10
-3.03 -0.42 0.55
0.39 -0.58 0.02

So, what does the Löwdin scheme give us? The charges, in e, come out as: -0.514, -0.506, -0.472, -0.642, 0.048, -0.103, 0.095, 0.039, 0.893, 0.866, 0.815, 0.151, 0.108, 0.115, 0.109, 0.129, 0.175, -0.070, -0.102, -0.133

=====

Entry 4:
Computed, not measured: a structure of composition C4H5N3 at a distorted geometry, with ωB97M-V/def2-TZVPD.

Computed properties:
LUMO energy = -0.1995 eV
Energy above the lowest of the compared OMol25 structures with the same formula, charge and spin = 6.639 eV
Calculated total energy = -8693.173 eV
Orbital gap = 0.3076 hartree
Total charge = 0

Geometry (Å):
C 0.040 1.633 -2.508
C -0.692 -0.188 -0.711
C 0.130 0.946 -1.320
C 0.478 -1.049 2.181
N -0.009 2.214 -3.501
N 0.169 -0.089 0.510
N 0.855 0.934 -0.227
H -1.867 0.050 -0.507
H -0.559 -1.234 -1.162
H -0.416 -0.670 2.603
H 1.245 -0.397 2.673
H 0.626 -2.151 1.970

Cartesian forces (eV/Å) of the 6 atoms listed first:
0.65 1.12 -0.73
-3.23 -2.18 0.18
-1.40 -3.73 3.72
0.71 2.30 -3.16
-0.16 -0.07 -0.10
0.44 1.37 -0.99

So, what does the Löwdin scheme give us? The charges, in e, come out as: -0.198, -0.179, -0.325, 0.161, 0.151, -0.110, 0.073, 0.148, 0.120, 0.018, 0.066, 0.075